Entry from the OMol25 dataset: a 7-piece molecular cluster, C21H59ClN5O10 overall in a non-equilibrium geometry (ωB97M-V/def2-TZVPD).

Last column: Mulliken charge in e.
Atoms and positions in Å:
Cl1 -0.93 1.17 0.31  1.62
O1 -1.84 2.07 -0.35  -0.89
O2 -1.39 0.61 1.55  -0.64
O3 -0.77 0.03 -0.57  -0.83
O4 0.39 1.70 0.42  -0.68
C1 -5.08 3.78 -1.13  -0.55
O5 -4.03 3.09 -1.77  -0.45
H1 -4.86 4.76 -0.71  0.26
H2 -5.85 3.86 -1.90  0.23
H3 -5.53 3.15 -0.35  0.21
H4 -3.29 2.90 -1.17  0.51
C2 -0.81 -4.99 -2.13  -1.72
C3 -0.77 -3.70 -1.30  1.07
C4 0.22 -3.68 -0.14  -0.58
O6 -0.05 -4.77 0.75  -0.43
C5 -1.17 -4.55 1.59  -0.55
N1 -0.45 -2.57 -2.18  -0.52
H5 -1.51 -4.85 -2.95  0.46
H6 -1.08 -5.82 -1.49  0.37
H7 0.18 -5.22 -2.52  0.35
H8 -1.80 -3.56 -0.92  -0.32
H9 0.16 -2.71 0.36  0.32
H10 1.22 -3.87 -0.53  0.34
H11 -2.17 -4.59 1.15  0.11
H12 -1.00 -3.64 2.16  0.28
H13 -1.20 -5.39 2.28  0.33
H14 -0.58 -1.73 -1.62  0.26
H15 -1.16 -2.68 -2.90  0.17
C6 4.76 2.10 0.96  -1.63
C7 4.56 1.48 -0.42  0.96
C8 5.91 0.95 -0.97  -1.13
O7 5.76 -0.07 -1.96  -0.18
C9 6.95 -0.58 -2.48  -0.90
N2 3.65 0.33 -0.25  -0.42
H16 5.04 1.39 1.74  0.38
H17 3.97 2.76 1.31  0.40
H18 5.70 2.69 0.94  0.36
H19 3.99 2.08 -1.12  0.23
H20 6.46 0.50 -0.14  0.49
H21 6.51 1.81 -1.31  0.35
H22 7.67 0.20 -2.75  0.35
H23 6.83 -1.02 -3.47  0.25
H24 7.28 -1.37 -1.79  0.29
H25 3.78 -0.19 0.61  0.24
H26 2.71 0.69 -0.11  0.00
C10 0.64 3.28 3.95  -1.32
C11 0.47 2.19 5.02  0.81
C12 0.49 2.64 6.47  -0.68
O8 1.87 2.81 6.86  -0.31
C13 1.93 3.16 8.24  -0.77
N3 -0.80 1.52 4.83  -0.65
H27 -0.13 3.88 3.47  0.35
H28 1.16 2.77 3.14  0.23
H29 1.39 3.94 4.39  0.33
H30 1.29 1.50 4.81  0.14
H31 0.09 1.79 7.05  0.33
H32 -0.17 3.49 6.67  0.31
H33 2.96 2.98 8.57  0.26
H34 1.30 2.55 8.88  0.32
H35 1.90 4.25 8.36  0.28
H36 -1.13 1.29 3.91  0.19
H37 -0.93 0.74 5.46  0.19
C14 -5.69 -0.28 -0.27  -1.36
C15 -5.24 -1.51 0.50  0.39
C16 -5.24 -2.74 -0.44  -0.56
O9 -6.61 -2.88 -0.84  -0.38
C17 -6.73 -3.63 -2.03  -0.78
N4 -3.88 -1.40 0.97  -0.26
H38 -5.21 -0.15 -1.24  0.35
H39 -5.30 0.56 0.32  0.32
H40 -6.77 -0.22 -0.35  0.38
H41 -5.89 -1.73 1.36  0.20
H42 -4.81 -3.63 0.03  0.35
H43 -4.63 -2.56 -1.33  0.28
H44 -7.79 -3.84 -2.18  0.26
H45 -6.20 -4.58 -1.94  0.31
H46 -6.33 -3.09 -2.89  0.31
H47 -3.63 -2.03 1.70  0.16
H48 -3.39 -0.53 1.12  0.02
C18 0.16 0.24 -4.49  -1.62
C19 1.56 0.12 -3.95  0.63
C20 2.28 1.46 -3.90  -0.95
O10 3.58 1.36 -3.34  -0.09
C21 4.34 2.47 -3.76  -0.94
N5 1.55 -0.45 -2.60  -0.24
H49 -0.46 0.99 -4.00  0.33
H50 -0.36 -0.70 -4.65  0.35
H51 0.22 0.53 -5.56  0.49
H52 2.25 -0.47 -4.56  0.28
H53 1.71 2.25 -3.39  0.35
H54 2.34 1.79 -4.95  0.40
H55 4.44 2.49 -4.85  0.35
H56 5.29 2.60 -3.24  0.19
H57 3.81 3.37 -3.44  0.40
H58 0.96 0.17 -2.05  -0.12
H59 0.96 -1.30 -2.60  0.41

Summary:
Total energy = -63171.7772 eV
Total charge = -1
Energy above the lowest of the compared OMol25 structures with the same formula, charge and spin = 0.36 kcal per mole
Kohn-Sham gap = 8.0 eV